No. 1
{"formula": "C22H47BFN6O7", "method": "ωB97M-V/def2-TZVPD", "elements": ["C", "C", "B", "O", "C", "C", "C", "C", "F", "O", "C", "N", "H", "H", "H", "H", "H", "H", "H", "H", "H", "H", "H", "H", "C", "C", "O", "N", "C", "H", "H", "H", "H", "H", "H", "H", "C", "C", "O", "N", "C", "H", "H", "H", "H", "H", "H", "H", "C", "C", "O", "N", "C", "H", "H", "H", "H", "H", "H", "H", "C", "C", "O", "N", "C", "H", "H", "H", "H", "H", "H", "H", "C", "C", "O", "N", "C", "H", "H", "H", "H", "H", "H", "H"], "coordinates": [[-7.27483, 1.29609, -0.14603], [-7.83102, 0.00914, 0.64422], [-6.62405, -0.93410, 1.27864], [-6.64037, -1.03025, 2.75717], [-5.56193, -1.71062, 0.35969], [-4.09575, -1.05328, 0.38501], [-3.61328, -0.53288, 1.82064], [-3.75671, 1.06473, 1.87797], [-2.16044, -0.80475, 1.88144], [-6.10283, -1.55336, -1.03636], [-5.19680, -2.08414, -1.97650], [-4.38335, -2.14980, -2.87985], [-8.13391, 1.78833, -0.74048], [-6.82657, 2.05394, 0.58309], [-6.46055, 1.00386, -0.89153], [-8.54419, 0.40437, 1.47012], [-8.49170, -0.66750, -0.02208], [-7.31617, -1.70132, 3.02246], [-3.97100, -0.18135, -0.35536], [-3.34189, -1.87899, 0.07224], [-4.06125, -1.08545, 2.71146], [-4.74242, 1.33240, 1.35171], [-2.92326, 1.50729, 1.20985], [-3.75240, 1.48954, 2.93843], [1.10617, 1.61292, 0.80933], [0.34213, 2.06370, 2.02346], [-0.83897, 2.37469, 1.97248], [1.01004, 2.11909, 3.21339], [2.39492, 1.79334, 3.47281], [0.44376, 1.61983, -0.05928], [1.93833, 2.29432, 0.61661], [1.47469, 0.59570, 0.95738], [0.43503, 2.42927, 3.98386], [2.42449, 0.99283, 4.21697], [2.88509, 2.68191, 3.88045], [2.92004, 1.47126, 2.57509], [4.36720, -2.17721, 1.89332], [4.73042, -0.72156, 2.00452], [4.17952, 0.14269, 1.33308], [5.70738, -0.37686, 2.88839], [6.46779, -1.24763, 3.76252], [3.57656, -2.29799, 1.15224], [5.23581, -2.75545, 1.57101], [4.00106, -2.54530, 2.85381], [5.89869, 0.61496, 2.91040], [6.29987, -0.92751, 4.79405], [7.52251, -1.13636, 3.52038], [6.18261, -2.29095, 3.65792], [1.40550, 3.43852, -3.20661], [0.62488, 2.18393, -2.92099], [-0.04640, 2.04948, -1.90941], [0.68350, 1.17568, -3.83679], [1.41588, 1.14643, -5.08316], [1.26200, 4.14803, -2.39125], [2.47034, 3.20718, -3.28137], [1.05038, 3.89722, -4.13194], [0.13582, 0.36558, -3.57985], [0.70351, 0.99116, -5.89689], [2.11343, 0.30600, -5.05235], [1.96858, 2.06689, -5.25888], [10.93873, -3.29196, 4.23275], [9.81399, -2.85239, 3.33520], [8.64124, -2.90571, 3.68262], [10.13557, -2.38196, 2.09740], [11.45110, -2.24355, 1.51122], [10.53021, -3.64080, 5.18144], [11.48750, -4.11409, 3.76861], [11.60834, -2.45250, 4.43140], [9.33234, -2.10540, 1.54989], [11.60484, -1.19258, 1.25626], [11.48519, -2.84243, 0.59834], [12.23980, -2.56975, 2.18556], [-7.48336, -0.00742, -3.88505], [-8.61769, 0.42100, -4.77482], [-9.78797, 0.36499, -4.41946], [-8.30695, 0.88600, -6.01984], [-6.99643, 1.02599, -6.61535], [-7.88007, -0.35286, -2.92990], [-6.93457, -0.82966, -4.34935], [-6.81661, 0.83688, -3.69773], [-9.11490, 1.15572, -6.56284], [-6.84835, 2.07643, -6.87784], [-6.96573, 0.42143, -7.52516], [-6.20214, 0.70692, -5.94402]], "forces_ev_per_angstrom": [[-0.3688, -0.3400, -0.3403], [-0.7643, 0.0184, 0.1269], [0.2823, -0.5703, -0.3969], [-0.4262, -0.8011, -0.9775], [-0.3068, 2.8227, 2.4045], [0.6487, -1.4125, 0.4373], [0.3546, 0.7351, -0.8705], [-0.2298, -0.6180, -0.7302], [-1.4898, 0.2025, 0.1749], [3.2287, -2.1292, -3.7155], [0.8510, 2.7051, -1.3132], [-3.9618, -0.4031, 4.1999], [1.3537, -0.5560, 0.9316], [-0.6887, -1.0026, -0.9755], [-1.0541, 0.3230, 1.0158], [1.1179, -0.6837, -1.1674], [0.9958, 1.2317, 0.6491], [0.9514, 0.9580, -0.4167], [-0.3378, -1.1602, 0.9292], [-0.8841, 1.4910, 0.4380], [0.4867, 0.7713, -1.3748], [1.2230, -0.4036, 0.9770], [-1.2218, -0.7062, 1.4285], [0.1665, -0.5644, -1.5433], [-0.2420, -0.1373, -0.1025], [-0.5988, 0.0710, -0.1056], [0.4082, 0.1341, 0.1122], [-0.0448, 0.0520, -0.1749], [-0.3739, 0.1820, 0.2748], [0.1444, 0.0506, 0.5117], [0.1391, -0.1897, 0.0177], [0.2348, 0.1328, -0.0055], [0.0582, -0.0820, -0.1150], [0.3104, -0.0380, -0.0226], [0.2666, -0.1216, 0.0321], [-0.1815, 0.0385, 0.0841], [-0.1374, -0.0993, -0.1296], [0.0391, 0.5901, -0.0485], [0.1303, -0.2443, -0.0407], [-0.5137, -0.2135, -0.3576], [-0.0209, 0.8067, 0.0770], [0.1007, 0.1668, 0.1029], [-0.0511, -0.0958, 0.1818], [0.1329, -0.1258, -0.0575], [-0.0453, -0.1295, 0.0050], [0.0917, -0.2300, 0.0854], [-0.1903, -0.1962, 0.2195], [0.0721, 0.1791, -0.0820], [0.0665, 0.1989, 0.0575], [-0.5039, -0.4144, 0.4317], [0.1325, 0.2911, -0.6594], [0.1065, 0.3796, 0.1876], [-0.3090, -0.4390, 0.1543], [-0.0765, -0.2110, -0.0488], [-0.0286, 0.0960, -0.1528], [0.1842, -0.0012, -0.0272], [0.0357, 0.0967, -0.0336], [0.2285, 0.0467, -0.1832], [0.1122, 0.1061, -0.2576], [-0.0920, -0.0634, 0.1046], [0.0344, -0.0462, 0.1788], [-0.5383, 0.0177, -0.1272], [0.6992, -0.4294, -0.0237], [-0.0433, -0.1780, 0.5170], [-0.3727, 0.1634, -0.3379], [-0.0723, 0.0818, -0.1946], [0.1312, 0.1255, 0.0490], [0.1224, -0.1418, -0.0525], [0.1199, -0.0455, 0.0274], [0.2715, -0.0888, -0.0534], [0.2813, 0.0653, 0.0093], [-0.1630, 0.0161, -0.0084], [-0.1202, -0.0642, 0.0874], [-0.4819, -0.0367, 0.2355], [0.1957, 0.0377, -0.1695], [-0.0287, -0.1093, 0.2815], [-0.4157, 0.1374, -0.2702], [0.0080, 0.0816, -0.1488], [0.1836, 0.1238, 0.0953], [0.1375, -0.1635, -0.0182], [0.1248, -0.0343, 0.0713], [0.2866, -0.0637, -0.0611], [0.2987, 0.0523, -0.0134], [-0.1699, 0.0038, 0.0006]], "mulliken_charge": [-0.77, -0.51, 0.63, -0.68, -0.84, -0.53, 0.34, -0.50, -0.39, 0.01, 0.41, -0.64, 0.30, 0.29, 0.11, 0.16, 0.33, 0.25, 0.19, 0.34, 0.19, -0.09, 0.16, 0.26, -0.70, 0.51, -0.65, -0.12, -0.59, 0.11, 0.38, 0.27, 0.25, 0.26, 0.29, 0.08, -1.33, 0.84, -0.69, -0.09, -0.82, 0.32, 0.35, 0.35, 0.23, 0.25, 0.27, 0.30, -1.32, 0.76, -0.69, -0.15, -0.86, 0.28, 0.36, 0.39, 0.25, 0.29, 0.28, 0.32, -1.37, 0.82, -0.61, -0.13, -0.88, 0.30, 0.36, 0.38, 0.23, 0.29, 0.29, 0.34, -1.01, 0.52, -0.68, -0.13, -0.80, 0.19, 0.42, 0.37, 0.23, 0.26, 0.27, 0.33], "orbital_gap_ha": 0.147, "total_charge": -1}

=====

No. 2
{"formula": "C7H15N2O", "method": "ωB97M-V/def2-TZVPD", "elements": ["C", "C", "C", "C", "C", "C", "C", "N", "N", "O", "H", "H", "H", "H", "H", "H", "H", "H", "H", "H", "H", "H", "H", "H", "H"], "coordinates": [[1.82863, -0.44983, 1.23242], [1.35261, 0.53673, 0.16794], [1.30112, -1.80379, 0.74920], [-0.07951, 0.09713, -0.09280], [-0.76142, 1.87148, -1.76331], [-1.94156, -0.18219, 1.50358], [-0.66200, 0.38050, -1.48918], [-0.02611, -1.55874, 0.21500], [-0.97276, 0.64640, 0.88773], [-0.92830, 1.83023, 1.11030], [2.90964, -0.45945, 1.33000], [1.39816, -0.20048, 2.20228], [1.39184, 1.57218, 0.50115], [1.94639, 0.43429, -0.73900], [1.97403, -2.23712, 0.00191], [1.22078, -2.51670, 1.57318], [-1.34527, 2.39301, -1.00416], [-1.25317, 2.02492, -2.71936], [0.22279, 2.32910, -1.80519], [-2.80903, -0.31912, 0.85237], [-2.28320, 0.28372, 2.42749], [-1.49464, -1.17108, 1.64690], [0.01211, -0.07635, -2.21515], [-1.64235, -0.09532, -1.57560], [-0.20483, -2.04903, -0.65196]], "forces_ev_per_angstrom": [[0.0568, -0.2661, -0.2354], [-0.0484, 0.0806, 0.3805], [0.5956, -0.2540, 0.2732], [1.5145, -4.3703, -0.7929], [-0.0858, -0.0317, -0.1034], [-1.1721, -0.8251, 1.4311], [-0.2362, 0.3996, 0.1401], [-0.6358, 3.6450, -0.7029], [-0.1810, 2.2373, 0.3000], [-0.0513, -1.6014, 0.0159], [0.0575, 0.0685, 0.0985], [0.0019, 0.0334, 0.1220], [0.0877, 0.0295, -0.0824], [-0.1555, 0.0060, -0.1192], [-0.0204, 0.1079, 0.0297], [0.1163, 0.0419, -0.0337], [-0.0731, 0.0820, -0.1683], [-0.0327, 0.0828, -0.0790], [0.0844, 0.0712, -0.0170], [0.1309, 0.1121, -0.2961], [0.0848, 0.1406, -0.1540], [-0.1246, 0.2824, -0.0352], [0.0025, -0.1616, 0.1897], [0.0603, -0.0608, -0.0289], [0.0238, 0.1503, -0.1323]], "mulliken_charge": [-0.64, -0.97, -0.61, 0.56, -1.23, -0.71, -0.65, -0.58, 0.75, -0.35, 0.43, 0.28, 0.47, 0.35, 0.34, 0.34, 0.36, 0.43, 0.32, 0.35, 0.30, 0.37, 0.38, 0.42, 0.28], "orbital_gap_ha": 0.260, "total_charge": 1, "e_above_lowest_kj_mol": 417.1}

=====

For each record above, in turn, the calculated E_LUMO values are 1.4, -6.6 eV.